{
  "formula": "C29H80O15",
  "method": "the ωB97M-V functional and the def2-TZVPD basis",
  "e_homo_ha": -0.3470,
  "de_lowest_kcal_mol": 69.1,
  "charge": 0,
  "species": ["O", "O", "O", "O", "O", "O", "O", "O", "O", "O", "O", "O", "O", "O", "O", "C", "C", "C", "C", "C", "C", "C", "C", "C", "C", "C", "C", "C", "C", "C", "C", "C", "C", "C", "C", "C", "C", "C", "C", "C", "C", "C", "C", "C", "H", "H", "H", "H", "H", "H", "H", "H", "H", "H", "H", "H", "H", "H", "H", "H", "H", "H", "H", "H", "H", "H", "H", "H", "H", "H", "H", "H", "H", "H", "H", "H", "H", "H", "H", "H", "H", "H", "H", "H", "H", "H", "H", "H", "H", "H", "H", "H", "H", "H", "H", "H", "H", "H", "H", "H", "H", "H", "H", "H", "H", "H", "H", "H", "H", "H", "H", "H", "H", "H", "H", "H", "H", "H", "H", "H", "H", "H", "H", "H"],
  "positions_angstrom": [[2.2584, -1.1991, 5.5134], [0.1363, -3.3336, 5.6206], [4.6689, -0.1150, 4.4825], [2.7131, 1.0862, -4.7016], [3.5118, 0.6269, 1.5601], [-2.4443, 2.0374, 0.3737], [-1.4682, 2.9687, 2.9704], [-0.9785, -3.3498, -4.0912], [-0.3825, 3.7172, -0.9935], [-1.3753, -0.9264, 1.2658], [-3.3722, -1.2583, -5.3385], [-3.9041, 4.2845, -0.7893], [-1.5195, 4.0910, -3.4930], [4.6183, -4.6832, 0.2885], [-2.5189, -2.0197, 6.2802], [-3.4580, -3.9905, 5.4437], [4.7801, 1.0775, 3.6636], [-2.8705, -1.7428, -4.1620], [-2.6640, 3.2795, -3.7322], [0.8404, -0.3153, -4.5087], [0.1728, 1.2985, 2.7117], [-3.3953, -2.4624, 5.3087], [-2.9032, -2.0635, 3.9449], [1.2082, -3.3882, 4.6816], [-2.3322, 1.8135, -3.9364], [4.4274, -2.4195, -0.3997], [1.7381, -1.9415, 4.4286], [-3.3103, 3.8962, -5.0603], [0.6630, -2.1550, 0.7640], [-2.4410, -3.1833, -4.1020], [-1.1449, 1.6874, 3.3786], [4.6833, -3.8979, -0.8096], [1.0154, 3.7518, -0.9691], [2.2455, -0.4138, -6.6409], [4.8064, 0.8600, 2.0704], [-3.8837, 2.0234, 0.0905], [-1.0163, 1.7326, 4.9720], [1.4794, 3.9136, -2.4933], [1.7123, 0.4537, -5.4911], [-0.5955, -0.8691, -0.9808], [1.3494, 5.0670, -0.2081], [3.5729, -4.4138, -1.7745], [-0.7455, -1.6432, 0.3198], [-4.5610, 3.4067, 0.0558], [-1.8750, -0.3045, 0.7319], [-3.7093, -1.7419, -3.4659], [1.4287, -1.3817, 0.8240], [0.3811, 0.4825, -3.9250], [-2.8756, -3.6739, -4.9729], [4.1664, -1.8438, -1.2878], [-0.6687, 2.8939, -0.5911], [-2.2311, 2.1695, 1.3004], [2.5922, -4.3249, -1.3071], [-0.7913, -4.2344, -4.4136], [1.1833, 3.0734, -3.1214], [-4.0089, 1.6174, -0.9133], [-4.3729, -1.9861, 5.3833], [-2.9033, -3.7782, -3.3143], [5.1451, 1.8109, 1.6591], [2.5547, 4.0506, -2.6070], [2.3409, 4.9293, 0.2232], [0.5511, -2.7550, 1.6672], [-3.6462, 4.9288, -4.9652], [5.6746, -4.0498, -1.2367], [-2.0517, -1.1752, -3.7200], [-3.4153, 3.2950, -2.9427], [0.0920, -1.3365, -1.6858], [-3.2804, 1.2804, -4.0060], [-1.7865, 1.6194, -4.8597], [-4.6732, 3.7599, 1.0809], [0.9325, -1.2687, 4.1344], [-4.1013, -4.4118, 4.6711], [4.1046, 1.8337, 4.0636], [-4.4405, 1.4731, 0.8490], [0.8004, 5.1042, 0.7328], [1.0549, 4.8064, -2.9524], [-1.4217, -2.4753, 0.1241], [-2.7468, -1.2912, -6.0661], [0.7017, 0.4339, 3.1128], [2.0473, -3.9285, 5.1198], [-3.4714, -2.4807, 3.1136], [0.3403, 1.1423, 1.6461], [0.1048, -0.9402, -5.0153], [3.5954, 0.7952, 0.6187], [-0.4554, 0.9458, 5.4765], [5.5391, 0.1064, 1.7813], [1.2088, 6.0038, -0.7474], [1.5124, 2.9232, -0.4646], [-2.0384, 1.8080, 5.3430], [4.8952, -4.1507, 1.0378], [-2.7670, -0.9971, 3.7652], [-2.5727, 4.1101, -5.8338], [-1.5174, -0.7255, -1.5442], [1.3680, -1.0346, -3.8823], [2.5207, -2.0022, 3.6723], [1.5526, -0.4532, -7.4814], [-0.2396, 0.1342, -0.7464], [-1.9635, 1.0927, 2.9731], [3.8141, -0.5294, 4.3437], [-2.4532, -4.3864, 5.2965], [-5.5429, 3.2844, -0.4014], [-3.8025, -4.2455, 6.4459], [-1.6759, -2.4275, 6.0687], [3.5388, -3.6425, -2.5440], [5.2256, -1.9301, 0.1584], [-1.8685, 3.4722, 3.6831], [0.5500, -3.3839, 6.4855], [1.0091, 1.2524, -5.7269], [-2.9718, 4.1510, -0.6032], [-1.1219, 3.7432, -2.6914], [3.1737, 0.0140, -7.0196], [-1.9062, 1.5516, -2.9678], [0.7992, -3.9181, 3.8214], [2.9284, 1.9099, -5.1453], [-4.0886, 3.3009, -5.5376], [0.8419, 2.1400, 2.8919], [2.5502, -1.3960, -6.2798], [-1.9312, -2.5057, 3.7265], [3.5568, -2.2663, 0.2381], [-0.5377, 2.6707, 5.2532], [5.7536, 1.5529, 3.7836], [3.6154, -5.4364, -2.1493], [1.1137, -2.7970, 0.0072], [1.7498, -1.3456, 6.3143]],
  "lowdin_charge": [-0.067, -0.084, -0.076, -0.056, -0.088, -0.091, -0.063, -0.084, -0.076, -0.029, -0.033, -0.044, -0.051, -0.040, -0.042, -0.047, -0.185, -0.309, -0.456, -0.069, -0.042, -0.518, -0.066, -0.184, -0.063, -0.043, -0.227, -0.044, -0.017, -0.207, -0.464, -0.505, -0.417, -0.041, -0.224, -0.172, -0.008, -0.038, -0.491, -0.040, -0.051, -0.038, -0.513, -0.266, 0.070, 0.125, 0.064, 0.062, 0.116, 0.077, 0.065, 0.037, 0.063, 0.073, 0.055, 0.114, 0.138, 0.111, 0.108, 0.071, 0.068, 0.064, 0.064, 0.131, 0.090, 0.107, 0.075, 0.077, 0.084, 0.113, 0.097, 0.077, 0.113, 0.118, 0.070, 0.075, 0.134, 0.099, 0.055, 0.122, 0.083, 0.062, 0.069, 0.078, 0.070, 0.105, 0.083, 0.128, 0.076, 0.090, 0.064, 0.065, 0.067, 0.078, 0.118, 0.077, 0.078, 0.106, 0.023, 0.070, 0.124, 0.080, 0.043, 0.067, 0.070, 0.098, 0.093, 0.129, 0.069, 0.019, 0.070, 0.069, 0.116, 0.087, 0.067, 0.085, 0.078, 0.069, 0.056, 0.077, 0.102, 0.078, 0.060, 0.090]
}

=====

{
  "formula": "C5H4N2OS",
  "method": "the ωB97M-V functional and the def2-TZVPD basis",
  "e_homo_ha": -0.2957,
  "de_lowest_kcal_mol": 97.2,
  "charge": 0,
  "species": ["S", "O", "N", "N", "C", "C", "C", "C", "C", "H", "H", "H", "H"],
  "positions_angstrom": [[0.4998, -1.8669, 1.7420], [-0.8260, 1.7193, 2.3390], [0.1442, -1.2043, 0.0504], [-0.0527, -0.5409, 2.3722], [0.1246, -1.4193, -1.3027], [0.1319, 0.8185, -0.9540], [0.1822, -0.1973, -1.9531], [-0.2142, 0.1465, 0.2578], [-0.4568, 0.4438, 1.6022], [-0.0103, 1.8743, -0.8933], [0.4157, -2.4353, -1.5970], [-0.4075, 2.7682, 1.4387], [0.4692, -0.1068, -3.1024]],
  "lowdin_charge": [1.005, -0.120, -0.247, -0.345, -0.154, -0.041, -0.106, -0.284, -0.365, 0.077, 0.116, 0.326, 0.140]
}

=====

> Number 2 is which compound?

C5H4N2OS